The following is a DFT calculation (ωB97M-V/def2-TZVPD) of a 2-piece molecular cluster, C4H5ClS overall in a non-equilibrium geometry.

## Properties
* E_HOMO: -0.3143 hartree
* orbital gap: 0.3108 Ha
* structure (SMILES): C#CCl.CC=S
* 2S+1: 1
* total charge: 0
* relative energy (zero: lowest compared OMol25 entry of this formula, charge and spin): 78.8 kcal/mol
* electronic energy: -27582.9334 eV

Geometry as XYZ:
```
11
Properties=species:S:1:pos:R:3:forces:R:3:mulliken_charge:R:1
Cl 3.0430 -1.5405 -0.6851 0.86 -1.14 -0.88 -0.16
S -1.9507 -1.9736 -0.5945 0.92 0.91 1.02 -0.24
C 1.6627 0.4069 0.7303 0.52 1.15 0.28 -0.74
C -1.0596 -0.7629 0.0791 -2.09 0.06 -2.44 -0.05
C 2.3457 -0.3315 0.0855 -0.70 0.35 0.68 0.46
C -1.2464 0.6935 -0.3177 0.15 -1.91 -0.53 -0.86
H -1.7250 1.2596 0.4022 -1.03 1.00 2.14 0.33
H -1.8979 0.8343 -1.1800 0.64 -0.22 -0.36 0.34
H -0.1585 -0.9067 0.6159 0.42 -0.68 0.93 0.29
H -0.2410 1.0580 -0.3285 0.34 0.72 -0.97 0.20
H 1.2277 1.2629 1.1929 -0.03 -0.23 0.16 0.44
```
Positions in Å, forces in eV/Å.